{"formula": "C30H39N3OSYb", "method": "the ωB97M-V functional and the def2-TZVPD basis", "e_tot_ev": -80624.333, "total_charge": -1, "homo_energy_ha": [-0.093, -0.091], "multiplicity": 2, "s2": 0.801, "relative_energy_kj_mol": 0.0, "lumo_ha": [0.092, 0.092], "largest_force_ha_per_bohr": 0.0693, "orbital_gap_ev": [5.03, 4.98], "species": ["Yb", "N", "N", "C", "C", "C", "C", "H", "H", "H", "C", "C", "H", "H", "H", "C", "C", "H", "H", "H", "C", "H", "H", "H", "C", "H", "H", "H", "C", "H", "C", "H", "C", "H", "C", "H", "C", "C", "H", "C", "C", "H", "C", "H", "N", "C", "C", "C", "H", "C", "C", "H", "H", "H", "C", "H", "C", "C", "H", "H", "H", "C", "H", "H", "H", "C", "S", "C", "O", "H", "H", "H", "H", "H", "H"], "coordinates": [[-0.538, 0.493, 0.230], [-2.064, -1.279, 0.603], [-0.586, -2.431, -1.532], [2.234, 1.052, -0.158], [2.374, -0.271, 0.324], [1.921, -0.304, 1.675], [1.793, -1.512, 2.516], [1.749, -2.402, 1.878], [0.863, -1.469, 3.110], [2.636, -1.650, 3.215], [1.506, 1.019, 2.027], [0.993, 1.485, 3.325], [1.759, 2.050, 3.890], [0.663, 0.645, 3.950], [0.122, 2.142, 3.188], [1.671, 1.837, 0.882], [1.232, 3.252, 0.770], [0.336, 3.443, 1.384], [0.972, 3.534, -0.263], [2.013, 3.943, 1.117], [2.841, -1.445, -0.447], [3.905, -1.691, -0.280], [2.698, -1.302, -1.529], [2.255, -2.334, -0.170], [2.607, 1.566, -1.496], [1.799, 2.151, -1.961], [2.849, 0.758, -2.190], [3.483, 2.233, -1.462], [-2.471, -0.618, 1.899], [-3.415, -0.066, 1.699], [-2.820, -1.551, 3.013], [-3.285, -1.101, 3.892], [-2.486, -2.870, 2.951], [-2.704, -3.522, 3.792], [-1.735, -3.310, 1.876], [-1.315, -4.310, 1.863], [-1.565, -2.516, 0.706], [-0.786, -3.059, -0.355], [-0.363, -4.057, -0.244], [-0.573, -1.040, -1.624], [-0.372, -3.030, -2.814], [-0.349, -4.099, -2.906], [-0.326, -2.023, -3.690], [-0.284, -2.003, -4.767], [-0.500, -0.828, -2.983], [-0.665, 0.474, -3.515], [0.356, 1.071, -4.283], [0.180, 2.392, -4.698], [0.975, 2.886, -5.274], [-0.992, 3.100, -4.416], [-1.201, 4.492, -4.929], [-1.079, 5.234, -4.132], [-2.212, 4.610, -5.330], [-0.482, 4.724, -5.719], [-1.978, 2.480, -3.640], [-2.902, 3.028, -3.419], [-1.832, 1.175, -3.171], [-2.956, 0.524, -2.424], [-3.476, -0.225, -3.045], [-3.710, 1.284, -2.166], [-2.666, 0.011, -1.491], [1.630, 0.362, -4.642], [1.558, -0.148, -5.618], [1.941, -0.386, -3.902], [2.451, 1.094, -4.738], [-0.432, -0.060, 6.244], [-0.768, -1.327, 5.005], [0.385, -2.591, 5.587], [-1.497, 0.317, 2.185], [0.609, -0.111, 6.595], [-1.127, -0.237, 7.078], [-0.636, 0.923, 5.811], [-0.219, -3.499, 5.732], [1.177, -2.816, 4.862], [0.831, -2.288, 6.549]], "mulliken_charge": [0.950, -0.488, 0.592, 1.119, -0.256, 0.604, -0.691, 0.175, -0.595, 0.389, 1.047, -0.754, 0.330, -0.398, 0.296, -0.338, -1.411, 0.345, 0.321, 0.308, -1.441, 0.323, 0.183, 0.244, -1.304, 0.055, 0.283, 0.312, 0.395, 0.066, -1.199, 0.525, -0.211, 0.367, -0.845, 0.310, 1.227, -1.111, 0.178, -1.132, -0.915, 0.511, -0.327, 0.518, 0.929, 0.142, 1.150, -0.818, 0.264, 0.732, -1.483, 0.282, 0.367, 0.370, -1.224, 0.327, 0.974, -1.244, 0.271, 0.351, 0.452, -1.992, 0.388, 0.227, 0.461, -1.162, 0.408, -0.878, -0.707, 0.365, 0.297, 0.321, 0.267, 0.269, 0.337]}

{"formula": "CH5N3O", "method": "the ωB97M-V functional and the def2-TZVPD basis", "e_tot_ev": -7631.758, "smiles": "[H]/N=N/[H].NC=O", "homo_energy_ha": [-0.241, -0.241], "multiplicity": 1, "relative_energy_kj_mol": 374.3, "lumo_ha": [0.028, 0.028], "largest_force_ha_per_bohr": 0.0659, "orbital_gap_ev": [7.33, 7.33], "species": ["N", "C", "O", "H", "H", "H", "N", "N", "H", "H"], "coordinates": [[0.849, 1.446, 0.232], [-0.126, 0.956, -0.571], [0.145, 0.276, -1.605], [1.754, 0.999, 0.176], [0.599, 1.866, 1.115], [-1.131, 1.345, -0.385], [-0.361, -1.502, -0.096], [-0.827, -1.721, 1.014], [-0.615, -2.700, 1.303], [-0.286, -0.964, -1.181]], "mulliken_charge": [-0.305, 0.199, -0.661, 0.260, 0.244, 0.360, -0.289, -0.415, 0.177, 0.430]}

{"formula": "C4H8O3", "method": "the ωB97M-V functional and the def2-TZVPD basis", "e_tot_ev": -10417.814, "homo_energy_ha": -0.339, "multiplicity": 1, "relative_energy_kj_mol": 307.8, "lumo_ha": 0.023, "largest_force_ha_per_bohr": 0.0078, "orbital_gap_ev": 9.85, "species": ["O", "C", "C", "C", "O", "C", "O", "H", "H", "H", "H", "H", "H", "H", "H"], "coordinates": [[1.169, -1.613, 0.796], [1.725, -0.476, 0.175], [0.776, 0.728, 0.250], [-0.542, 0.433, -0.372], [-0.606, -0.076, -1.564], [-1.869, 0.528, 0.202], [-2.808, 0.242, -0.628], [0.613, -2.069, 0.151], [1.983, -0.674, -0.873], [2.647, -0.238, 0.713], [1.214, 1.582, -0.282], [0.617, 1.021, 1.294], [-1.240, -0.453, 0.699], [-2.019, 1.148, 1.097], [-1.659, -0.084, -1.658]], "mulliken_charge": [-0.528, -0.510, -0.363, 0.020, -0.533, 0.176, -0.756, 0.342, 0.294, 0.357, 0.295, 0.253, 0.119, 0.389, 0.446]}

{"formula": "C14H28N2O3", "method": "the ωB97M-V functional and the def2-TZVPD basis", "e_tot_ev": -24081.952, "homo_energy_ha": -0.279, "multiplicity": 1, "relative_energy_kj_mol": 1236.3, "lumo_ha": 0.014, "largest_force_ha_per_bohr": 0.1732, "orbital_gap_ev": 7.98, "species": ["N", "C", "C", "C", "C", "H", "H", "H", "H", "H", "N", "C", "C", "C", "C", "H", "H", "H", "H", "H", "C", "C", "O", "H", "H", "H", "H", "H", "H", "C", "C", "O", "H", "H", "H", "H", "H", "H", "C", "C", "O", "H", "H", "H", "H", "H", "H"], "coordinates": [[2.206, -1.398, 1.375], [2.103, -0.572, 0.264], [1.772, 0.703, 0.726], [1.544, 0.611, 2.081], [1.860, -0.673, 2.487], [2.524, -2.356, 1.381], [2.220, -0.940, -0.744], [1.652, 1.578, 0.104], [1.246, 1.456, 2.683], [1.966, -1.136, 3.457], [0.065, -0.704, 0.265], [-1.010, 0.204, 0.312], [-1.913, -0.321, -0.490], [-1.515, -1.561, -1.005], [-0.265, -1.801, -0.473], [0.985, -0.520, 0.639], [-0.895, 1.135, 0.848], [-2.869, 0.117, -0.735], [-2.109, -2.252, -1.584], [0.479, -2.570, -0.621], [-1.028, 2.549, -0.494], [-0.853, 4.016, -0.238], [-0.801, 4.803, -1.394], [-1.846, 2.382, -1.195], [-1.309, 2.090, 0.453], [-0.142, 2.036, -0.869], [0.049, 4.250, 0.328], [-1.688, 4.390, 0.355], [-1.135, 4.213, -2.074], [-0.608, -3.210, 1.487], [0.580, -3.201, 2.542], [0.052, -3.218, 3.833], [-1.042, -2.214, 1.410], [-1.370, -3.936, 1.772], [-0.233, -3.422, 0.486], [1.214, -2.327, 2.397], [1.171, -4.104, 2.386], [-0.485, -2.438, 3.994], [-0.302, 0.274, -2.294], [0.137, 1.049, -3.542], [-0.383, 2.328, -3.429], [-0.288, 0.919, -1.416], [0.348, -0.581, -2.109], [-1.306, -0.134, -2.410], [-0.224, 0.519, -4.423], [1.216, 1.151, -3.656], [0.227, 2.816, -2.871]], "mulliken_charge": [0.018, 0.552, 0.220, -0.529, -0.713, 0.336, 0.414, 0.717, 0.480, 0.594, -0.418, -1.681, -0.196, -1.408, -0.820, -0.252, 0.544, 0.384, 0.454, 0.694, -0.150, -0.450, -0.561, 0.644, 0.311, -0.264, 0.266, 0.300, 0.383, -0.534, 0.854, -0.577, 0.087, 0.344, 0.262, -0.981, 0.408, 0.350, 0.014, -0.893, -0.517, -0.206, 0.182, 0.334, 0.368, 0.331, 0.310]}